75
Properties=species:S:1:pos:R:3:forces:R:3:lowdin_charge:R:1 method="wB97M-V/def2-TZVPD" lumo_ha=-0.1212 total_charge=+1 total_energy_ha=-1330.76901
H -0.17900 -1.81533 5.44762 0.2 0.5 -0.1 0.131
C -1.64143 1.95153 -1.26403 0.0 -0.1 -0.1 -0.205
C 3.58240 -0.32788 5.29283 -0.2 0.1 0.0 -0.179
H 3.16379 6.88715 -5.31528 0.0 0.0 0.0 0.116
C -0.25045 -1.63265 3.38395 1.0 -1.5 -1.1 -0.421
C -0.61175 -3.49567 -0.42385 -0.2 -0.2 -0.5 -0.167
C -2.69660 -3.71148 -1.99629 -0.6 -0.6 0.1 -0.201
H 2.31204 5.84955 -6.46313 0.0 0.0 0.0 0.114
H -1.69926 -1.36422 4.76073 0.0 -0.6 0.1 0.133
H 0.79552 5.05789 -4.74996 0.0 0.0 -0.1 0.115
C 0.70990 -0.93634 1.38500 1.3 -1.0 1.5 -0.049
H 0.45511 3.56269 -2.07356 0.0 0.1 0.0 0.107
H -2.62473 1.58299 -0.96744 0.0 0.0 0.1 0.115
H -1.26522 1.32295 -2.07823 0.0 0.0 0.0 0.116
C 4.62978 -0.32583 6.40002 0.1 -0.1 -0.1 -0.164
H 3.37299 -0.95117 8.05968 0.1 0.0 0.0 0.118
H 0.45893 0.06254 3.19188 1.2 0.1 0.4 0.170
H 1.05902 6.72016 -4.18735 0.0 0.0 0.1 0.118
H 4.63662 4.93856 -5.37476 0.0 0.0 0.0 0.114
N -0.69790 -2.41706 2.40708 -1.8 0.2 0.3 0.181
C 0.00963 3.06214 -0.02599 -0.1 0.1 0.2 -0.198
H -2.38821 3.96284 -1.05822 0.0 0.0 0.0 0.117
H -0.14625 4.93372 -1.14293 0.0 0.0 0.0 0.121
H -2.17443 -1.93167 -0.17156 -0.1 -0.2 -0.3 0.104
H 3.24949 3.84536 -5.42573 0.0 0.0 0.0 0.114
H 5.59462 -0.64299 5.99914 0.0 0.0 0.0 0.118
C -1.09982 -2.06494 -0.15092 1.0 -0.8 1.0 -0.122
H -5.58297 -3.81106 -1.61146 0.2 -0.2 0.1 0.107
H 2.71370 0.26194 5.60080 0.0 0.0 0.0 0.109
C -1.50527 -4.38427 -1.33043 0.2 0.3 -0.4 -0.184
H 3.65673 3.84009 -3.06413 -0.1 0.0 0.0 0.113
H -1.37998 -0.74653 1.39167 0.2 0.3 0.3 0.152
C 2.66770 5.92178 -5.43677 0.1 0.1 0.0 -0.169
H -3.02494 -5.42349 -3.27774 -0.1 -0.1 -0.2 0.129
H -6.61650 -3.81571 -3.00553 0.0 -0.3 -0.2 0.117
H 4.19015 5.53221 -3.07064 0.1 0.0 0.0 0.118
H -4.51653 -1.68440 -2.91093 0.1 0.2 0.0 0.060
H -0.35879 3.59099 0.85936 0.0 0.0 0.0 0.118
H -0.62743 -1.39962 -0.86831 -0.4 0.3 -0.2 0.127
O 3.37918 -2.33263 6.53325 -0.1 0.1 -0.1 -0.139
H -2.42950 -2.99989 -2.77465 0.2 0.2 0.1 0.127
C -0.24580 3.86114 -1.29264 0.1 -0.2 -0.2 -0.165
N 0.73701 -0.87855 2.89631 -0.6 2.8 0.4 0.127
H -1.90451 3.56897 -2.71077 0.0 0.0 0.0 0.117
H -0.87860 -4.77232 -2.13088 0.1 -0.1 -0.1 0.114
C -5.54146 -1.98680 -2.74149 -0.3 -0.6 0.2 -0.065
H -1.55713 -2.92207 2.59846 0.2 -0.2 -0.1 0.176
C 1.55303 5.77462 -4.41263 -0.1 -0.1 0.0 -0.205
H 1.57093 -1.57505 1.19389 -0.3 -0.3 -0.7 0.139
O -0.73478 1.83788 -0.15517 0.1 -0.1 0.0 -0.182
C 3.21674 -1.80354 5.21943 0.3 -0.1 0.1 -0.220
H 2.18976 -1.96854 4.88806 0.0 -0.1 0.0 0.075
H 3.94269 0.06784 4.34404 0.0 0.0 0.0 0.111
C -5.62499 -3.52236 -2.66481 -0.3 0.7 0.3 -0.273
H -3.31908 -3.21993 -1.25064 0.0 0.3 0.0 0.094
H -0.41441 -4.03855 0.49843 -0.1 0.1 0.2 0.099
H -5.92144 -1.58678 -1.80222 0.2 0.2 0.1 0.070
H -1.84712 -5.27047 -0.80023 -0.1 0.0 0.3 0.113
H 1.06651 2.83267 0.12142 0.0 -0.1 0.0 0.114
H 0.35669 -3.41490 -0.90945 0.2 0.0 0.0 0.110
H 4.86433 -1.89644 7.90641 0.0 -0.1 0.0 0.121
O -4.63248 -4.17787 -3.41881 0.0 -0.3 -0.2 -0.136
H -4.06408 -5.35089 -1.83815 0.0 -0.3 0.0 0.124
C 4.08276 -1.38375 7.34721 -0.1 0.1 0.1 -0.193
N -0.72020 -1.57157 4.62999 -0.4 0.0 0.8 0.215
C 3.48898 4.81909 -3.51603 0.1 0.2 0.1 -0.204
H 3.88911 -2.34600 4.54614 -0.1 0.0 -0.1 0.123
H -6.18726 -1.59166 -3.51806 0.1 0.1 -0.3 0.070
H 0.89236 0.02937 0.93684 -0.4 0.3 0.0 0.123
C -1.65762 3.41885 -1.66148 -0.1 0.1 0.2 -0.159
C 3.61303 4.79767 -5.03193 -0.1 -0.2 -0.1 -0.171
O 2.15761 5.25842 -3.22008 0.1 0.0 -0.1 -0.165
H 4.76263 0.64279 6.87816 0.0 0.0 0.0 0.116
C -0.64347 -1.54032 1.22022 -1.1 0.5 -2.1 -0.289
C -3.61008 -4.76319 -2.64275 0.1 0.5 0.3 -0.225


65
Properties=species:S:1:pos:R:3:forces:R:3:lowdin_charge:R:1 method="wB97M-V/def2-TZVPD" lumo_ha=-0.0890 total_charge=+1 total_energy_ha=-1709.88310
C -0.61845 2.85653 -1.74902 -0.1 -0.3 -0.1 -0.139
H -0.07720 3.24942 5.13677 0.1 0.1 0.0 0.121
C -0.05873 1.14685 5.55514 -0.1 -0.1 -0.2 -0.031
C 2.75141 -2.83640 -2.78542 0.2 0.0 0.2 -0.035
C 3.56317 -0.84773 1.77892 -0.1 0.3 0.3 -0.043
H 0.28241 4.10819 2.85190 0.0 0.0 -0.2 0.135
H 5.89678 -2.87386 -2.77804 0.1 -0.1 0.0 0.084
C -0.08913 2.25230 4.72110 0.0 -0.1 -0.1 -0.003
H 5.55303 -4.06809 -1.52176 0.1 -0.1 -0.1 0.080
N -0.62695 1.59135 -1.34280 0.0 0.9 -0.5 -0.066
H 2.57665 2.21123 2.24351 -0.1 0.0 0.0 0.102
H -4.35724 -2.34553 -4.49867 -0.1 0.0 -0.1 0.083
N 2.79568 -0.55158 0.71726 0.2 -0.3 0.7 -0.095
C -2.22971 -3.20456 -2.12228 0.1 0.2 0.0 -0.030
C -1.72904 -0.46270 -2.04163 0.1 -1.2 0.3 -0.118
C 1.50414 -1.48378 -1.18399 0.3 -0.1 0.0 -0.252
H -3.58435 -0.29592 -3.10848 0.0 0.1 -0.1 0.113
H -5.19498 -2.74329 -3.00108 -0.2 0.0 0.0 0.086
H -2.40363 -4.26801 -2.17130 0.0 -0.2 0.0 0.116
Cd 0.09408 0.66987 0.46771 -0.4 0.7 1.6 1.411
H 4.10926 0.37361 3.53468 0.1 0.0 0.1 0.100
H -0.15430 -0.99893 5.60638 0.0 -0.1 0.0 0.114
C -4.26267 -2.86599 -3.54838 -0.1 0.1 0.1 -0.045
O -2.08649 1.81367 0.93204 0.0 -0.1 0.0 -0.033
H 4.02282 -1.81070 1.87616 0.1 -0.1 0.0 0.132
H -4.37468 2.85492 0.52747 0.0 0.0 0.0 0.092
C -0.14313 -0.11633 4.98906 0.0 0.2 -0.1 -0.030
N -1.61607 3.62497 2.18574 0.3 0.2 0.1 0.081
N -0.17783 0.84529 2.80587 0.0 0.1 -0.3 0.013
C -0.14442 2.06376 3.34645 0.1 0.2 0.3 -0.288
C -3.83300 3.43017 1.27359 0.0 -0.2 -0.1 0.020
H -0.27511 -1.17786 3.11150 0.1 0.0 0.1 0.119
H 0.22418 2.99879 1.44461 0.0 0.2 0.3 0.087
N 2.30559 0.69652 0.81713 0.5 0.7 0.1 -0.034
H -4.36940 3.37696 2.21960 -0.1 0.0 0.1 0.094
C -2.86687 -0.97328 -2.67110 0.0 0.1 0.1 0.017
C -0.23151 3.25156 2.41585 -0.2 -0.3 0.0 -0.129
C -0.84001 -1.34902 -1.40002 -0.2 -0.1 -0.4 -0.280
C -1.13946 -2.71816 -1.44156 -0.3 0.2 0.0 -0.030
C -0.20498 -0.21535 3.60719 0.0 -0.3 0.2 -0.110
H -2.63992 1.42683 -3.84722 0.0 -0.2 -0.1 0.124
C 3.86254 -2.01341 -0.85901 -0.2 0.1 -0.1 0.010
C -2.44650 2.86617 1.43880 -0.5 0.2 0.0 -0.521
C 2.79354 1.19702 1.95702 0.2 -0.3 -0.2 -0.166
H 2.76252 -3.37803 -3.71906 0.0 -0.1 -0.1 0.116
C 2.70298 -1.35168 -0.44938 -0.1 -0.4 -1.0 -0.138
H -0.45576 -3.39876 -0.95446 0.1 0.0 0.0 0.126
H 0.02361 1.27823 6.62320 0.0 0.0 0.1 0.118
C -1.45643 3.01300 -2.85005 -0.1 -0.2 0.0 -0.033
H 0.73983 -2.23702 -3.04818 0.0 0.0 0.0 0.114
C 5.13726 -3.55212 -2.38689 0.0 0.1 0.0 -0.051
C -1.97398 1.75336 -3.07479 0.1 0.6 0.0 -0.032
H -4.12222 -3.92422 -3.74850 -0.1 -0.1 0.0 0.078
H -3.78958 4.47287 0.96637 0.0 0.1 0.0 0.090
H -0.00210 3.58590 -1.24850 0.0 0.0 0.0 0.109
H -1.65231 3.90823 -3.40386 0.0 0.1 -0.1 0.101
C 3.58979 0.25989 2.60504 0.0 -0.1 -0.1 -0.039
H 4.76551 -1.89575 -0.27658 0.1 0.0 0.1 0.118
N 0.32747 -0.93025 -0.76575 0.0 -1.0 -0.5 -0.124
N -1.46269 0.92226 -2.14404 -0.1 0.5 -0.4 -0.060
C 1.60140 -2.19460 -2.39943 0.0 0.1 0.1 -0.021
C -3.10776 -2.33359 -2.76103 0.2 0.1 0.0 -0.273
C 3.90029 -2.79850 -1.99873 -0.1 0.0 0.1 -0.283
H -1.99619 4.40107 2.70244 0.0 0.0 -0.1 0.151
H 4.90885 -4.28580 -3.15750 0.1 0.0 0.0 0.077


22
Properties=species:S:1:pos:R:3:forces:R:3:lowdin_charge:R:1 method="wB97M-V/def2-TZVPD" lumo_ha=0.0287 total_energy_ha=-764.45918
C -1.11987 1.21251 -0.52222 -0.5 -1.5 1.9 -0.460
H -1.91413 2.81019 -1.08424 -0.6 0.9 0.1 0.080
H -1.05710 2.56145 0.99801 0.5 -0.6 1.2 0.116
H -2.20021 0.89772 -0.23333 1.8 -0.2 0.3 0.173
H -0.73950 -0.00862 1.67872 0.8 0.2 0.6 0.099
C -0.32930 0.06524 -1.12781 -0.5 -1.0 0.5 -0.170
H 1.70485 -2.22664 -1.25287 -0.3 -1.1 -0.5 0.072
O -1.34673 2.17612 -1.49161 0.9 0.2 -1.1 -0.018
H 0.46104 2.47415 0.20415 -0.7 -1.7 1.1 0.153
H 2.77288 -1.43558 2.09001 0.5 -0.4 0.4 -0.049
H 0.25731 1.18069 2.62438 0.7 -0.3 0.7 0.082
H -1.02834 -0.42141 -1.76070 -0.5 -0.4 -1.3 0.095
H 0.28476 -3.29641 -0.72684 0.6 -0.3 0.3 0.062
H 0.45320 0.52806 -1.74925 0.0 -0.4 0.2 0.133
C -0.33106 1.76815 0.70554 -1.0 3.4 -3.4 -0.243
H 0.20393 -2.46878 -2.16353 -1.2 0.7 -2.7 0.024
H -0.39726 -1.65445 0.45010 -1.1 0.5 1.0 0.067
C 0.61485 -2.40088 -1.23429 2.0 2.4 4.4 -0.057
S 1.59949 -0.21802 0.98973 -3.9 0.3 -1.5 0.919
C 0.20544 -1.14631 -0.25680 1.5 1.1 -2.2 -0.333
N 1.81687 -1.13088 2.19363 0.9 -1.2 1.3 -0.426
C 0.08889 0.73370 1.66922 0.0 -0.7 -1.4 -0.318